64
Properties=species:S:1:pos:R:3:nbo_charge:R:1 method="wB97M-V/def2-TZVPD" e_lumo_ev=-0.21 energy_ev=-112662.763
Na 0.283 -0.001 0.495 0.87
C -2.108 3.572 3.458 -0.41
N -1.758 2.191 3.220 -0.41
C -2.384 1.179 4.043 -0.41
C -0.754 1.820 2.416 0.68
O -0.266 0.701 2.416 -0.65
C -0.191 2.874 1.463 -0.16
O 0.603 2.159 0.556 -0.53
C 1.792 2.764 0.155 -0.15
C 2.520 1.676 -0.633 0.67
O 2.078 0.539 -0.632 -0.65
N 3.608 2.038 -1.329 -0.41
C 4.313 3.286 -1.182 -0.40
C 4.218 1.101 -2.247 -0.42
H -3.052 3.610 3.998 0.22
H -2.227 4.120 2.525 0.21
H -1.342 4.070 4.063 0.19
H -3.438 1.416 4.166 0.20
H -1.905 1.110 5.024 0.19
H -2.285 0.224 3.531 0.25
H 0.399 3.603 2.036 0.19
H -0.994 3.393 0.923 0.21
H 2.389 3.070 1.030 0.19
H 1.603 3.641 -0.485 0.19
H 3.835 3.929 -0.452 0.21
H 4.360 3.814 -2.138 0.20
H 5.334 3.088 -0.844 0.20
H 3.566 0.237 -2.345 0.26
H 5.197 0.781 -1.886 0.20
H 4.332 1.578 -3.222 0.20
S -2.242 -0.262 -0.213 -0.53
C -2.941 -1.833 -0.296 -0.14
C -4.328 -2.010 -0.363 -0.25
C -4.872 -3.276 -0.404 -0.19
C -4.053 -4.398 -0.371 -0.29
C -2.676 -4.238 -0.322 -0.14
C -2.108 -2.973 -0.308 -0.42
As -0.211 -2.611 -0.158 0.86
C 0.418 -4.480 -0.162 -0.33
C 0.284 -5.155 1.051 -0.17
C 0.674 -6.474 1.184 -0.22
C 1.231 -7.138 0.102 -0.22
C 1.392 -6.475 -1.102 -0.21
C 0.982 -5.158 -1.235 -0.23
C 0.279 -2.131 -1.975 -0.24
C -0.636 -1.802 -2.966 -0.22
C -0.202 -1.417 -4.224 -0.22
C 1.152 -1.371 -4.508 -0.22
C 2.075 -1.703 -3.528 -0.23
C 1.638 -2.071 -2.269 -0.26
H -4.961 -1.134 -0.372 0.21
H -5.947 -3.396 -0.456 0.20
H -4.478 -5.394 -0.388 0.20
H -2.038 -5.119 -0.291 0.20
H -0.160 -4.622 1.892 0.20
H 0.547 -6.990 2.126 0.21
H 1.542 -8.168 0.201 0.21
H 1.833 -6.991 -1.944 0.21
H 1.094 -4.653 -2.190 0.22
H -1.697 -1.838 -2.742 0.24
H -0.920 -1.159 -4.991 0.21
H 1.496 -1.080 -5.491 0.21
H 3.133 -1.681 -3.756 0.20
H 2.355 -2.330 -1.492 0.21